1.
The following is a DFT calculation (the ωB97M-V functional and the def2-TZVPD basis) of a 4-piece molecular cluster, C5H20NO4 overall.

XYZ file:
```
30
Properties=species:S:1:pos:R:3
C 0.80 -2.03 -1.93
C 0.04 -0.83 -1.40
C -1.48 -0.82 -1.66
C -2.13 0.47 -1.17
C -1.46 1.77 -1.59
O -0.63 2.25 -0.51
N 0.41 -0.38 -0.03
H 1.22 -2.52 -1.04
H 1.75 -1.70 -2.37
H 0.28 -2.79 -2.50
H 0.28 0.05 -1.98
H -2.00 -1.68 -1.24
H -1.61 -0.94 -2.73
H -2.10 0.53 -0.08
H -3.18 0.44 -1.46
H -0.82 1.77 -2.47
H -2.19 2.52 -1.93
H -1.21 2.68 0.13
H 0.09 0.59 0.13
H 1.44 -0.20 -0.07
H 0.50 -1.08 0.72
H 1.25 1.59 2.79
H 0.18 1.62 3.81
O 0.35 1.26 2.92
H 0.43 -2.14 3.07
H 0.00 -0.55 3.06
O 0.16 -1.37 2.56
H 2.56 -0.71 1.74
H 3.74 -0.49 0.65
O 2.89 -0.20 0.99
```

Values from the calculation:
**HOMO level**: -14.1 eV
**Frontier orbital gap**: 0.4160 Eh
**ΔE to the lowest compared entry with this formula, charge and spin**: 43.6 kJ/mol
**Net charge**: +1
**E_tot**: -557.9829 a.u.
**M**: 158.218 g/mol
**LUMO level**: -2.78 eV

2.
The following is a DFT calculation (the ωB97M-V functional and the def2-TZVPD basis) of a 2-piece molecular cluster, CH5ClP2 overall.

XYZ file:
```
9
Properties=species:S:1:pos:R:3
C -0.81 -0.05 -0.51
P -1.48 -1.64 0.06
P 2.06 0.52 0.03
Cl -1.76 1.26 0.09
H -0.59 -0.05 -1.62
H -0.19 -1.99 0.35
H -1.73 -1.08 1.32
H 2.22 1.43 1.23
H 2.28 1.60 -0.96
```

Values from the calculation:
**HOMO level (spin up / spin down)**: -8.3 / -8.7 eV
**Frontier orbital gap (spin up / spin down)**: 0.2653 / 0.2972 Eh
**ΔE to the lowest compared entry with this formula, charge and spin**: 265.9 kJ/mol
**E_tot**: -1183.8378 a.u.
**M**: 114.452 g/mol
**LUMO level (spin up / spin down)**: -1.06 / -0.58 eV

3.
The following is a DFT calculation (the ωB97M-V functional and the def2-TZVPD basis) of C44H36AuO2P2SSi as an isolated structure.

XYZ file:
```
87
Properties=species:S:1:pos:R:3
Au 0.28 0.02 0.45
C 0.16 -3.78 0.64
Si 0.16 -2.14 1.53
C -1.46 -1.92 2.49
C -1.78 -2.71 3.60
C -2.99 -2.56 4.25
C -3.93 -1.64 3.80
C -3.65 -0.87 2.68
C -2.43 -1.01 2.04
P -2.05 -0.17 0.48
C -3.00 1.35 0.33
C -3.47 1.75 -0.92
C -4.14 2.95 -1.06
C -4.34 3.76 0.05
C -3.86 3.37 1.30
C -3.18 2.17 1.44
C -2.69 -1.26 -0.82
C -4.07 -1.50 -0.90
C -4.57 -2.35 -1.87
C -3.71 -2.96 -2.77
C -2.34 -2.72 -2.71
C -1.84 -1.87 -1.73
C 1.70 -2.02 2.61
C 1.85 -2.75 3.78
C 3.05 -2.75 4.49
C 4.13 -2.02 4.02
C 4.01 -1.29 2.85
C 2.81 -1.28 2.16
P 2.60 -0.39 0.59
C 3.64 1.07 0.58
C 4.10 1.56 -0.63
C 4.80 2.76 -0.67
C 5.04 3.46 0.50
C 4.57 2.98 1.71
C 3.86 1.79 1.76
C 3.24 -1.47 -0.71
C 4.61 -1.74 -0.76
C 5.10 -2.60 -1.72
C 4.24 -3.18 -2.65
C 2.89 -2.91 -2.61
C 2.38 -2.06 -1.63
H 0.09 -4.57 1.39
H 1.07 -3.93 0.07
H -0.70 -3.87 -0.02
H -1.08 -3.45 3.96
H -3.21 -3.17 5.12
H -4.87 -1.53 4.32
H -4.38 -0.16 2.32
H -3.32 1.12 -1.79
H -4.50 3.26 -2.03
H -4.87 4.70 -0.05
H -4.00 4.01 2.16
H -2.79 1.88 2.40
H -4.74 -1.01 -0.21
H -5.63 -2.53 -1.93
H -4.10 -3.62 -3.53
H -1.67 -3.18 -3.42
H -0.78 -1.68 -1.68
H 1.03 -3.34 4.17
H 3.14 -3.32 5.40
H 5.07 -2.02 4.56
H 4.86 -0.71 2.49
H 3.92 1.02 -1.55
H 5.16 3.14 -1.62
H 5.59 4.39 0.47
H 4.75 3.53 2.62
H 3.47 1.43 2.70
H 5.28 -1.27 -0.05
H 6.16 -2.80 -1.76
H 4.64 -3.85 -3.40
H 2.22 -3.36 -3.33
H 1.32 -1.84 -1.60
O -2.24 5.31 -5.10
C -2.15 4.00 -4.77
O -2.60 3.16 -5.49
C -1.46 3.68 -3.48
C -1.34 4.57 -2.42
C -0.76 4.18 -1.23
C -0.27 2.89 -1.06
S 0.41 2.44 0.49
C -0.35 2.01 -2.15
C -0.95 2.39 -3.33
H -1.72 5.85 -4.50
H -1.75 5.58 -2.48
H -0.72 4.88 -0.40
H 0.07 1.01 -2.07
H -1.05 1.70 -4.16
```

Values from the calculation:
**HOMO level**: -10.0 eV
**Frontier orbital gap**: 0.2519 Eh
**ΔE to the lowest compared entry with this formula, charge and spin**: 0.0 kJ/mol
**Net charge**: +1
**E_tot**: -3354.7916 a.u.
**M**: 915.838 g/mol
**LUMO level**: -3.12 eV

4.
The following is a DFT calculation (the ωB97M-V functional and the def2-TZVPD basis) of C4H6N3 as an isolated structure.

XYZ file:
```
13
Properties=species:S:1:pos:R:3
C -0.01 1.46 2.66
C -0.94 1.46 1.75
C -0.15 -0.11 -0.64
C 0.75 -1.03 -1.31
N 1.21 0.82 2.31
N 1.24 0.33 1.20
N 0.13 0.45 0.48
H 0.01 1.85 3.67
H -1.90 1.70 1.37
H -1.12 0.08 -1.07
H 0.75 -0.86 -2.39
H 1.76 -1.00 -0.89
H 0.35 -2.04 -1.18
```

Values from the calculation:
**HOMO level**: -15.3 eV
**Frontier orbital gap**: 0.3386 Eh
**ΔE to the lowest compared entry with this formula, charge and spin**: 418.9 kJ/mol
**Net charge**: +1
**E_tot**: -319.8721 a.u.
**M**: 96.113 g/mol
**LUMO level**: -6.11 eV

5.
The following is a DFT calculation (the ωB97M-V functional and the def2-TZVPD basis) of the molecule C4H7NO.

XYZ file:
```
13
Properties=species:S:1:pos:R:3
O 1.54 -1.89 -0.15
C 0.91 -0.92 -0.63
N 1.21 0.44 0.34
C 0.19 1.06 0.76
C -1.11 0.36 0.50
C -0.75 -0.61 -0.64
H 1.24 -0.50 -1.61
H 2.15 0.66 0.65
H 0.27 2.04 1.22
H -1.39 -0.17 1.43
H -1.92 1.10 0.35
H -0.99 -0.06 -1.57
H -1.35 -1.52 -0.64
```

Values from the calculation:
**HOMO level**: -7.9 eV
**Frontier orbital gap**: 0.3038 Eh
**ΔE to the lowest compared entry with this formula, charge and spin**: 271.5 kJ/mol
**E_tot**: -286.5282 a.u.
**M**: 85.106 g/mol
**LUMO level**: 0.37 eV

6.
The following is a DFT calculation (the ωB97M-V functional and the def2-TZVPD basis) of C21H13BrClIMgN2O3 as an isolated structure.

XYZ file:
```
43
Properties=species:S:1:pos:R:3
Mg 0.54 1.41 0.80
C 1.69 -1.98 2.21
C 1.84 -3.05 1.25
C 0.77 -3.69 0.68
C -0.53 -3.24 0.93
C -0.75 -2.14 1.81
C 0.36 -1.58 2.53
H 2.55 -1.47 2.64
H 2.90 -3.52 1.10
H 0.96 -4.48 -0.08
H -1.33 -3.78 0.46
H -1.76 -1.80 1.95
H 0.25 -0.83 3.18
Cl 1.68 -3.24 -4.12
C 1.82 -2.17 -2.74
C 3.08 -1.74 -2.40
C 3.25 -0.72 -1.45
I 5.19 -0.25 -0.90
C 2.17 -0.02 -0.91
O 2.22 1.05 -0.07
C 0.86 -0.47 -1.28
N -0.20 0.16 -0.78
C -1.44 -0.17 -1.10
C -1.70 -1.12 -2.07
C -0.61 -1.83 -2.60
C 0.69 -1.47 -2.31
H 3.93 -2.29 -2.83
H -2.27 0.31 -0.51
H -2.71 -1.40 -2.20
H -0.74 -2.59 -3.33
Br 0.61 4.26 -1.59
C -0.83 4.05 -0.34
C -1.96 4.87 -0.47
C -3.00 4.65 0.44
C -2.78 3.78 1.50
C -1.62 3.02 1.52
N -0.68 3.13 0.55
C -1.15 2.15 2.71
O -1.96 2.00 3.58
O -0.02 1.55 2.60
H -2.01 5.58 -1.24
H -3.90 5.29 0.45
H -3.39 3.79 2.41
```

Values from the calculation:
**HOMO level**: -7.9 eV
**Frontier orbital gap**: 0.2681 Eh
**ΔE to the lowest compared entry with this formula, charge and spin**: 33.4 kJ/mol
**E_tot**: -4675.4220 a.u.
**M**: 607.912 g/mol
**LUMO level**: -0.59 eV

7.
The following is a DFT calculation (the ωB97M-V functional and the def2-TZVPD basis) of a 2-piece molecular cluster, C2H3FO2S overall.

XYZ file:
```
9
Properties=species:S:1:pos:R:3
C 0.88 0.61 -0.23
C 0.69 -0.40 0.73
O 1.58 1.03 -1.08
O -2.01 0.01 0.37
F -1.17 -0.17 -1.85
S -1.83 0.93 -0.77
H 1.05 -1.31 0.27
H 1.23 -0.16 1.61
H -0.41 -0.55 0.95
```

Values from the calculation:
**HOMO level (spin up / spin down)**: -8.3 / -7.6 eV
**Frontier orbital gap (spin up / spin down)**: 0.2977 / 0.2432 Eh
**ΔE to the lowest compared entry with this formula, charge and spin**: 247.6 kJ/mol
**E_tot**: -726.4378 a.u.
**M**: 110.109 g/mol
**LUMO level (spin up / spin down)**: -0.22 / -0.95 eV

8.
The following is a DFT calculation (the ωB97M-V functional and the def2-TZVPD basis) of C49H52BrClN2O6SeTa as an isolated structure.

XYZ file:
```
113
Properties=species:S:1:pos:R:3
Ta -0.02 0.46 0.06
C -7.19 0.26 2.72
C -6.48 1.60 2.92
C -6.43 1.91 4.42
C -7.30 2.68 2.19
C -5.06 1.58 2.35
C -4.49 0.44 1.79
C -3.21 0.52 1.29
Se -2.33 -1.07 0.59
C -1.62 -1.68 2.28
C -2.30 -2.59 3.07
C -1.81 -2.89 4.33
C -0.69 -2.17 4.77
C 0.01 -1.24 4.01
C -0.44 -1.08 2.69
O 0.21 -0.31 1.77
C 1.06 -0.30 4.66
C 2.42 -0.31 3.96
C 1.31 -0.66 6.13
C 0.47 1.12 4.60
C -2.46 -3.91 5.26
C -1.43 -5.00 5.60
C -2.92 -3.22 6.55
C -3.67 -4.58 4.61
C -2.47 1.70 1.31
O -1.25 1.65 0.68
C -2.98 2.85 1.91
C -4.28 2.73 2.40
C -2.26 4.19 2.09
C -0.81 4.22 1.60
C -2.23 4.52 3.59
C -3.03 5.28 1.33
H -8.20 0.32 3.13
H -6.67 -0.55 3.25
H -7.27 -0.01 1.67
H -7.44 1.92 4.83
H -5.97 2.89 4.61
H -5.84 1.15 4.95
H -8.33 2.67 2.55
H -7.31 2.51 1.12
H -6.89 3.68 2.37
H -5.02 -0.50 1.75
H -3.21 -3.04 2.70
H -0.35 -2.35 5.79
H 2.88 -1.29 4.00
H 3.08 0.39 4.47
H 2.36 0.00 2.92
H 1.68 -1.68 6.24
H 0.41 -0.55 6.73
H 2.06 0.02 6.53
H 0.33 1.45 3.57
H 1.14 1.82 5.10
H -0.50 1.16 5.11
H -0.56 -4.59 6.11
H -1.09 -5.51 4.69
H -1.88 -5.75 6.26
H -2.08 -2.79 7.10
H -3.42 -3.94 7.20
H -3.62 -2.41 6.33
H -3.40 -5.10 3.69
H -4.46 -3.85 4.38
H -4.09 -5.31 5.29
H -4.71 3.61 2.86
H -0.19 3.47 2.11
H -0.39 5.20 1.82
H -0.73 4.06 0.52
H -1.77 3.71 4.16
H -3.23 4.69 4.00
H -1.65 5.43 3.76
H -3.07 5.06 0.27
H -2.53 6.25 1.47
H -4.05 5.38 1.70
Br 0.71 -1.97 -1.07
C 0.18 -1.54 -2.86
C 0.55 -2.40 -3.85
C 0.15 -2.10 -5.17
C -0.59 -0.99 -5.42
C -0.96 -0.10 -4.38
C -1.73 1.07 -4.64
C -2.10 1.89 -3.63
C -1.71 1.60 -2.30
C -0.95 0.51 -1.98
C -0.58 -0.37 -3.04
H 1.14 -3.28 -3.63
H 0.43 -2.78 -5.97
H -0.91 -0.76 -6.43
H -2.00 1.28 -5.67
H -2.68 2.78 -3.83
H -2.04 2.28 -1.52
O 5.77 2.84 -1.27
C 6.18 1.73 -0.68
O 7.34 1.53 -0.46
C 5.14 0.72 -0.27
C 5.44 -0.50 0.30
Cl 6.96 -1.09 0.72
N 4.28 -1.16 0.54
N 3.22 -0.41 0.19
C 3.72 0.71 -0.32
C 2.74 1.69 -0.87
O 3.03 2.72 -1.41
O 1.44 1.33 -0.75
C 4.04 -2.52 1.00
C 2.77 -2.83 1.47
C 2.48 -4.11 1.90
C 3.45 -5.10 1.86
C 4.71 -4.79 1.38
C 5.01 -3.51 0.94
H 4.80 2.89 -1.38
H 2.03 -2.06 1.53
H 1.48 -4.33 2.27
H 3.23 -6.11 2.20
H 5.47 -5.55 1.33
H 5.99 -3.31 0.55
```

Values from the calculation:
**HOMO level**: -11.0 eV
**Frontier orbital gap**: 0.2857 Eh
**ΔE to the lowest compared entry with this formula, charge and spin**: 47.4 kJ/mol
**Net charge**: +1
**E_tot**: -7951.9791 a.u.
**M**: 1140.228 g/mol
**LUMO level**: -3.23 eV

9.
The following is a DFT calculation (the ωB97M-V functional and the def2-TZVPD basis) of a 2-piece molecular cluster, C4H12OS overall.

XYZ file:
```
18
Properties=species:S:1:pos:R:3
C 2.67 -0.44 0.16
C 1.62 0.54 -0.32
S 2.34 1.96 -1.25
H 3.18 -0.94 -0.66
H 3.37 0.08 0.80
H 2.17 -1.21 0.77
H 1.14 1.00 0.54
H 0.89 0.07 -0.97
H 3.39 1.29 -1.75
C -2.05 -0.82 0.66
O -1.34 0.01 1.58
C -2.89 -0.02 -0.34
H -2.69 -1.46 1.25
H -1.34 -1.47 0.12
H -1.18 0.86 1.16
H -3.84 -0.51 -0.53
H -2.33 0.10 -1.27
H -3.10 0.97 0.07
```

Values from the calculation:
**HOMO level**: -9.1 eV
**Frontier orbital gap**: 0.3642 Eh
**ΔE to the lowest compared entry with this formula, charge and spin**: 72.1 kJ/mol
**SMILES**: CCO.CCS
**E_tot**: -632.9996 a.u.
**M**: 108.206 g/mol
**LUMO level**: 0.85 eV

10.
The following is a DFT calculation (the ωB97M-V functional and the def2-TZVPD basis) of the molecule C7H17N.

XYZ file:
```
25
Properties=species:S:1:pos:R:3
C -0.47 -0.05 0.18
C 0.48 1.07 0.34
C 2.18 0.56 0.27
C -1.99 0.80 0.68
C -0.24 -1.23 1.12
C -0.62 -0.52 -1.26
C 2.65 -0.34 -0.85
N -3.20 0.39 0.03
H -3.26 -0.62 -0.06
H -3.26 0.79 -0.90
H 0.43 1.55 1.32
H 0.37 1.83 -0.44
H 2.41 0.13 1.25
H 2.70 1.52 0.20
H -1.91 1.89 0.62
H -2.08 0.57 1.75
H 0.61 -1.84 0.81
H -1.11 -1.88 1.15
H -0.03 -0.89 2.14
H -0.76 0.32 -1.95
H 0.23 -1.11 -1.60
H -1.47 -1.20 -1.37
H 3.74 -0.39 -0.89
H 2.30 0.00 -1.83
H 2.31 -1.37 -0.70
```

Values from the calculation:
**HOMO level**: -8.3 eV
**Frontier orbital gap**: 0.3385 Eh
**ΔE to the lowest compared entry with this formula, charge and spin**: 133.4 kJ/mol
**SMILES**: CCCC(C)(C)CN
**E_tot**: -331.6201 a.u.
**M**: 115.220 g/mol
**LUMO level**: 0.89 eV

11.
The following is a DFT calculation (the ωB97M-V functional and the def2-TZVPD basis) of C23H26BrCeN5O3S as an isolated structure.

XYZ file:
```
60
Properties=species:S:1:pos:R:3
Ce -0.21 0.04 -0.27
C 1.60 -2.13 -2.56
C 2.23 -2.40 -1.19
N 2.28 -1.17 -0.30
C 3.43 -0.32 -0.71
C 3.01 0.89 -1.54
C 3.99 1.71 -2.02
C 3.63 2.89 -2.70
C 2.23 3.01 -3.03
C 1.33 2.03 -2.62
C -0.11 2.28 -2.95
N -1.00 1.14 -2.59
C -1.31 0.04 -3.52
C -0.18 -0.94 -3.74
N 0.26 -1.57 -2.45
N 1.68 1.14 -1.69
H 1.53 -3.09 -3.10
H 2.13 -1.42 -3.18
H 3.24 -2.86 -1.36
H 1.64 -3.17 -0.63
H 2.45 -1.54 0.67
H 4.23 -0.90 -1.23
H 3.95 0.05 0.22
H 5.01 1.55 -1.67
H 4.35 3.63 -3.03
H 1.91 3.92 -3.51
H -0.24 2.45 -4.03
H -0.45 3.18 -2.40
H -1.88 1.52 -2.19
H -1.61 0.48 -4.51
H -2.19 -0.39 -3.13
H 0.71 -0.43 -4.12
H -0.50 -1.73 -4.45
H -0.37 -2.41 -2.33
O -0.36 2.18 0.31
N -1.16 2.49 1.36
C -0.60 3.22 2.34
C -1.39 3.63 3.40
C -2.76 3.33 3.34
C -3.30 2.58 2.30
C -2.46 2.07 1.30
S -3.00 0.94 0.12
H 0.45 3.49 2.22
H -0.95 4.09 4.27
H -3.40 3.78 4.12
H -4.37 2.43 2.21
Br 1.40 -3.04 3.69
C -0.55 -3.10 3.89
C -1.14 -3.91 4.87
C -2.51 -3.86 5.05
C -3.34 -3.15 4.18
C -2.77 -2.42 3.16
C -1.36 -2.35 3.01
C -0.81 -1.55 1.84
O -0.65 -2.04 0.65
O -0.49 -0.33 2.10
H -0.54 -4.59 5.47
H -2.92 -4.32 5.91
H -4.43 -3.13 4.30
H -3.36 -1.89 2.45
```

Values from the calculation:
**HOMO level (spin up / spin down)**: -10.5 / -10.5 eV
**Frontier orbital gap (spin up / spin down)**: 0.2907 / 0.2913 Eh
**ΔE to the lowest compared entry with this formula, charge and spin**: 61.7 kJ/mol
**Net charge**: +1
**Spin multiplicity**: 2
**E_tot**: -4838.8000 a.u.
**M**: 672.580 g/mol
**LUMO level (spin up / spin down)**: -2.59 / -2.58 eV

12.
The following is a DFT calculation (the ωB97M-V functional and the def2-TZVPD basis) of C10H9N as an isolated structure.

XYZ file:
```
20
Properties=species:S:1:pos:R:3
C 1.90 -1.04 1.69
C 0.85 -0.03 1.14
C 0.10 0.68 1.98
C -1.21 1.29 1.75
C -1.67 1.20 0.46
C -0.79 0.68 -0.62
C -1.20 0.49 -1.99
C -0.44 -0.26 -2.85
C 0.60 -1.00 -2.42
C 0.36 -0.07 -0.26
H 1.24 -2.24 2.50
H 2.31 -0.14 2.69
H 2.85 -1.36 0.76
H 0.48 0.78 2.98
H -1.93 1.79 2.44
H -2.56 1.70 0.25
H -2.32 0.64 -2.27
H -0.67 -0.47 -3.98
H 1.03 -1.78 -3.06
N 1.08 -0.87 -1.18
```

Values from the calculation:
**HOMO level**: -8.5 eV
**Frontier orbital gap**: 0.3128 Eh
**ΔE to the lowest compared entry with this formula, charge and spin**: 526.2 kJ/mol
**E_tot**: -441.0193 a.u.
**M**: 143.189 g/mol
**LUMO level**: -0.01 eV